Record 1
C4H8N2O | the ωB97M-V functional and the def2-TZVPD basis

The geometry in ORCA input format:
```
! wB97M-V def2-TZVPD RIJCOSX def2/J DEFGRID3
* xyz 0 1
H 0.161 1.682 0.422
C -0.105 -0.073 1.515
C -1.196 -0.523 -0.969
H -2.409 -1.764 0.014
N 2.013 0.651 0.789
H 0.381 0.723 -1.717
H -1.840 0.348 -0.755
N -0.656 -0.671 2.334
C 0.589 0.664 0.444
H 0.989 -0.816 -1.078
O -1.457 -1.601 -0.087
H 2.115 0.946 1.758
H 2.535 1.313 0.224
C 0.262 -0.014 -0.903
H -1.382 -0.866 -1.990
*
```

Output
**LUMO energy**: 0.76 eV
**DFT total energy**: -9304.361 eV
**Frontier orbital gap**: 10.73 eV

natural (NBO) atomic charge list, values in e, 6 entries: H 0.2023; C 0.2773; C -0.0634; H 0.4805; N -0.8093; H 0.2134

---

Record 2
C13H21N3O3 | the ωB97M-V functional and the def2-TZVPD basis

The geometry in ORCA input format:
```
! wB97M-V def2-TZVPD RIJCOSX def2/J DEFGRID3
* xyz 0 1
H 3.290 -0.530 -2.057
C -0.807 -2.869 0.950
H -0.466 -3.821 1.352
H -1.067 4.003 -0.871
C -2.956 0.222 -0.492
H -4.485 -1.144 -0.565
H 3.061 1.540 -0.974
H 0.190 2.935 -1.476
H -1.358 3.046 -2.337
H -0.891 -2.165 1.774
N -2.616 -0.079 0.786
O 2.258 3.099 0.613
H -3.038 -0.864 1.268
C -1.610 0.600 1.488
C -1.023 1.680 0.738
O 1.547 0.997 0.300
C 0.072 2.456 1.408
C -0.886 3.047 -1.359
N -3.869 -0.568 -1.112
C 2.536 -0.549 -1.267
C 1.415 2.249 0.738
H 0.154 2.091 2.436
H 3.540 0.480 0.364
C 2.759 0.670 -0.380
H 3.623 -1.911 -0.021
H -1.790 -3.022 0.506
H -0.200 -1.415 -0.511
O -1.335 0.252 2.621
H 1.830 -3.005 1.102
C 2.650 -1.877 -0.517
H 1.502 -1.275 1.209
C -1.448 1.932 -0.537
N -2.413 1.201 -1.150
H 0.256 -3.075 -0.907
H 1.555 -0.464 -1.734
C 0.177 -2.350 -0.092
H -4.206 -0.236 -1.999
C 1.556 -2.119 0.522
H -0.134 3.528 1.430
H 2.628 -2.689 -1.249
*
```

Output
**LUMO energy**: 0.53 eV
**DFT total energy**: -24436.501 eV
**Frontier orbital gap**: 8.94 eV

natural (NBO) atomic charge list, values in e, 6 entries: H 0.2133; C -0.6096; H 0.2032; H 0.2303; C 0.6167; H 0.3906

---

Record 3
C2HNO3 | the ωB97M-V functional and the def2-TZVPD basis

The geometry in ORCA input format:
```
! wB97M-V def2-TZVPD RIJCOSX def2/J DEFGRID3
* xyz -2 1
H -14.315 0.664 -0.618
C 2.022 -1.410 0.079
O 1.608 -2.493 0.269
N 2.142 -0.327 -0.400
C 2.609 0.917 -0.124
O 3.540 0.764 1.618
O 2.394 1.885 -0.825
*
```

Output
**LUMO energy**: 4.61 eV
**DFT total energy**: -9716.763 eV
**Frontier orbital gap**: 3.13 eV

natural (NBO) atomic charge list, values in e, 6 entries: H -1.0000; C 0.9224; O -0.5460; N -0.6191; C 0.8201; O -0.9677

---

Record 4
C32H56AgFN2O16PbS | the ωB97M-V functional and the def2-TZVPD basis

The geometry in ORCA input format:
```
! wB97M-V def2-TZVPD RIJCOSX def2/J DEFGRID3
* xyz 1 2
O -3.783 1.791 2.872
C -3.382 -4.314 -0.265
H -3.906 -2.824 3.298
H 1.126 -1.352 -7.260
C -4.711 -3.620 0.085
O -1.117 -3.852 0.038
C 2.203 -2.074 4.470
H -1.610 1.414 -8.725
H 1.265 5.803 2.667
H -3.671 -1.241 -0.939
H -1.246 3.054 2.061
H 4.822 0.079 -2.707
H -1.093 5.425 1.624
C 3.383 -2.799 4.377
O -2.207 0.040 -1.746
H 4.324 -0.440 -0.283
H -4.104 -4.455 -2.296
C -3.379 -0.178 -1.038
H 6.408 1.305 1.434
C -1.573 2.483 2.926
H 6.497 1.817 -1.935
H 3.676 -3.505 5.138
C 2.745 -0.831 2.491
H 2.628 0.012 1.822
H -3.152 -5.121 2.921
O 6.320 0.465 -0.447
H 0.144 1.573 -8.772
H -1.588 -4.430 3.595
C 1.853 -1.146 3.507
O -4.682 3.619 3.801
H -5.943 -3.005 1.748
H 2.464 4.745 1.915
C 7.078 0.938 0.645
C 5.726 1.488 -1.238
O -0.156 1.238 -4.180
H -5.569 -4.136 -0.346
F 4.833 -1.130 1.465
C -3.770 -2.697 2.222
H -0.345 -2.611 2.185
Ag -1.166 2.116 -2.229
H 4.205 2.720 -3.086
H 1.114 4.643 -0.188
H 1.628 0.291 -7.522
H -0.022 3.050 4.322
H -4.726 -2.613 -0.343
C -3.718 3.005 3.486
C -1.381 -2.276 2.309
H 7.670 0.132 1.070
C 1.400 4.985 1.962
H -2.301 1.085 1.557
C -0.386 2.159 3.810
H -5.044 -4.419 2.050
O -0.539 2.245 -0.045
H -0.643 0.158 -9.498
O 0.457 8.598 -0.402
C -0.063 0.740 -5.260
H 3.087 2.442 -1.898
H 0.868 -0.700 3.477
C 4.567 0.835 -1.967
C -0.592 0.045 -7.387
C -2.397 -3.327 1.888
O 1.871 1.825 0.187
H 5.266 -2.921 3.351
H 1.502 -2.328 5.256
N 3.738 0.102 -0.932
H -3.035 -3.069 -2.062
C -2.211 -4.614 2.723
H -4.290 0.241 -1.490
O 1.337 6.651 0.242
O 0.485 0.770 -1.518
O -0.856 6.803 0.020
C -0.673 0.862 -8.665
C -0.697 5.528 0.612
H -1.157 4.737 0.025
H -4.056 -6.270 -0.737
N -2.304 -3.597 0.456
C 0.867 -0.318 -7.032
H -3.770 -1.637 1.963
H -1.403 -2.116 3.389
H 0.904 4.089 2.331
C 3.680 1.878 -2.620
C -4.951 -3.426 1.592
H -1.256 -0.815 -7.448
H -2.287 0.439 3.265
H -0.667 1.423 4.563
S 0.559 1.271 -0.113
H 0.465 1.837 3.202
H 5.325 2.257 -0.567
C 3.945 -1.526 2.417
H 3.151 0.789 -0.402
C 4.275 -2.482 3.353
H -1.512 -1.320 1.806
C -3.217 -4.111 -1.774
H -1.650 -5.369 2.162
O 0.960 -0.063 -5.633
O -2.446 3.313 3.726
O 0.216 0.069 0.685
H 3.063 1.481 -3.425
C -3.474 -5.798 0.057
H -2.542 -6.365 0.056
C 0.288 7.482 -0.041
H -3.986 -5.991 0.997
H -3.395 0.193 0.001
H 7.733 1.768 0.365
H 3.082 -0.489 -1.438
O -0.947 0.825 -6.242
C 0.857 5.359 0.591
C -2.489 1.284 2.614
Pb -0.507 -1.477 -0.971
H -2.315 -4.610 -2.138
*
```

Output
**LUMO energy (spin up / spin down)**: -3.42 / -3.42 eV
**DFT total energy**: -92625.818 eV
**⟨S²⟩**: 0.755
**Frontier orbital gap (spin up / spin down)**: 8.13 / 8.12 eV

Löwdin atomic charge list, values in e, 6 entries: O 0.0668; C -0.4788; H 0.1319; H 0.1368; C -0.1297; O -0.1857

---

Record 5
C3H4CuO3 | the ωB97M-V functional and the def2-TZVPD basis

The geometry in ORCA input format:
```
! wB97M-V def2-TZVPD RIJCOSX def2/J DEFGRID3
* xyz -1 1
O 1.864 -0.140 1.592
H -0.671 -0.098 -2.370
C -0.842 -0.816 -0.350
C -1.294 -0.056 -1.465
O 1.118 1.822 0.857
Cu 3.128 1.537 1.413
O -0.291 0.082 1.119
H 0.054 -1.433 -0.501
H -1.604 -1.405 0.177
H -2.369 -0.110 -1.683
C 0.905 0.616 1.211
*
```

Output
**LUMO energy**: 1.95 eV
**DFT total energy**: -53955.985 eV
**Frontier orbital gap**: 4.28 eV

natural (NBO) atomic charge list, values in e, 6 entries: O -0.8892; H 0.1575; C -0.1726; C -0.7452; O -0.8680; Cu 0.7978

---

Record 6
C6H6N4O2 | the ωB97M-V functional and the def2-TZVPD basis

The geometry in ORCA input format:
```
! wB97M-V def2-TZVPD RIJCOSX def2/J DEFGRID3
* xyz 0 1
O -3.140 -0.172 -2.814
C 2.181 0.278 -0.355
O -1.652 -1.474 0.054
C -2.697 -0.465 -1.783
H 1.676 0.445 -1.304
C -2.591 1.929 -0.624
N -0.692 1.145 0.340
N -3.306 2.811 -0.810
H 2.412 -0.870 2.367
N -2.081 -0.501 -0.674
H 2.136 -1.849 1.055
H 2.993 -0.523 -0.534
H 2.772 1.254 -0.104
H 0.857 -1.737 2.133
C -1.808 0.875 -0.215
C 1.637 -1.221 1.714
C 1.234 -0.163 0.742
N 0.067 0.239 0.811
*
```

Output
**LUMO energy**: -0.89 eV
**DFT total energy**: -16367.515 eV
**Frontier orbital gap**: 7.81 eV

natural (NBO) atomic charge list, values in e, 6 entries: O -0.3715; C -0.6876; O -0.5780; C 0.8587; H 0.2327; C 0.1920

---

Record 7
C24H41F3P2Sn | the ωB97M-V functional and the def2-TZVPD basis

The geometry in ORCA input format:
```
! wB97M-V def2-TZVPD RIJCOSX def2/J DEFGRID3
* xyz 2 1
H 0.691 3.940 5.291
H -1.328 2.811 6.018
C 3.433 -0.367 -0.575
H 3.793 0.607 -0.888
H 1.406 4.598 1.558
Sn -0.327 -0.282 -0.928
C -0.576 4.038 2.142
H -1.471 -4.445 1.790
F 1.740 -1.025 2.024
C 0.911 3.754 4.240
H 0.151 4.730 0.264
H -3.773 1.335 3.476
H -4.150 2.056 1.885
H -1.848 4.177 -0.301
H -3.014 -2.225 0.556
H 2.015 1.947 -1.448
C 0.827 -0.025 1.704
H 1.713 -2.479 0.129
C -2.585 3.978 0.494
C 1.490 -1.026 -4.337
H 2.761 -3.232 -1.894
C 2.093 -2.834 -2.662
C -0.579 -1.799 -3.024
H 1.580 -3.692 -4.540
C 0.091 -4.332 -3.012
H -2.335 -3.434 -0.553
H 4.046 -1.165 -0.998
P -0.644 -2.416 0.894
C 0.687 -2.326 -0.248
H 3.264 -1.209 -3.206
F 1.565 1.131 1.714
H -2.295 -1.717 -0.946
H -0.517 -0.680 -4.883
C -2.437 2.885 2.847
C -1.472 2.841 3.886
H -0.267 -5.012 -3.803
P 2.002 -0.400 -1.554
C -0.324 3.568 3.451
C 0.357 4.856 1.335
H -4.504 2.974 3.356
C 1.515 -3.907 -3.461
H 3.105 -0.501 0.473
C -0.456 -4.086 1.532
C -1.594 2.155 5.188
H 0.033 -4.741 0.802
C 2.206 -1.429 -2.993
H 1.450 0.062 -4.558
H -3.264 3.157 0.215
C -0.797 -3.138 -2.724
H -1.363 -1.043 -2.720
H 0.183 -3.993 2.434
C -1.891 3.633 1.761
H 0.003 -2.316 -5.175
H 1.576 2.885 4.200
H 2.115 -1.539 -5.097
H -2.613 1.818 5.361
H 0.681 1.359 -2.614
H -0.977 1.253 5.263
C 0.059 -1.495 -4.403
C -3.785 2.274 2.898
H -1.815 -3.432 -2.416
F -0.008 0.016 2.778
H 0.222 5.932 1.539
H 0.185 -4.958 -2.105
H 2.387 1.291 -3.090
H 1.498 4.595 3.879
H -3.185 4.899 0.647
C 1.739 1.260 -2.236
C -2.162 -2.449 -0.118
H 0.570 -2.910 -1.167
H 2.212 -4.755 -3.346
*
```

Output
**LUMO energy (spin up / spin down)**: -7.93 / -7.91 eV
**DFT total energy**: -58089.173 eV
**Frontier orbital gap (spin up / spin down)**: 3.99 / 4.02 eV

Löwdin atomic charge list, values in e, 6 entries: H 0.0997; H 0.1030; C -0.1675; H 0.0712; H 0.1000; Sn 1.0636

---

Record 8
C37H32FeNP2 | the ωB97M-V functional and the def2-TZVPD basis

The geometry in ORCA input format:
```
! wB97M-V def2-TZVPD RIJCOSX def2/J DEFGRID3
* xyz 2 6
H 1.578 3.073 2.408
H -0.856 0.661 6.015
C 5.712 -1.120 2.139
H 1.958 0.008 -5.273
H -0.333 3.938 -1.151
P 1.384 0.241 1.672
H -0.505 3.135 6.166
C 0.490 3.220 -1.025
C -0.336 1.200 5.224
H 3.333 0.622 -0.496
C 1.446 1.385 0.218
C 0.428 2.357 0.060
H -0.052 4.572 -3.516
C -0.301 -0.863 -2.220
C -2.097 -3.523 -2.492
H -1.500 0.820 -2.832
C 1.564 3.159 -1.918
C -0.621 -2.071 1.869
H -4.325 -5.170 0.249
H 0.730 4.331 4.346
Fe 0.079 -0.991 0.468
H -3.931 -6.336 -1.922
N -1.153 -2.634 2.765
H -0.392 2.416 0.774
H -1.474 -3.039 -3.248
H -0.095 1.360 -4.790
H 5.076 -3.013 1.286
C 1.330 -0.234 -4.411
C -2.808 0.565 0.660
C 0.116 0.481 4.125
C -2.689 -0.087 -0.576
C -0.610 0.229 -3.041
P -1.476 -1.370 -0.888
H 2.565 -1.901 -3.765
H -0.040 -0.591 4.046
C 1.662 -1.315 -3.579
C 1.040 2.555 3.194
C -0.124 2.581 5.314
C 0.188 0.530 -4.141
H -5.428 2.598 -0.133
C 3.435 -1.642 1.533
H 6.763 -1.418 2.205
H -3.207 -2.998 0.713
H -5.217 1.353 -2.310
C -4.545 1.155 -1.473
C 0.844 -1.647 -2.497
C -3.683 -4.727 -0.512
C 3.053 -0.349 1.938
H 6.045 0.840 3.029
C 0.797 1.171 3.099
C -3.786 1.542 0.805
H -3.463 -0.377 -2.570
H 2.684 -2.340 1.178
H 1.084 -2.497 -1.848
H -2.149 0.299 1.500
C 0.562 3.254 4.298
H -2.517 -5.251 -3.682
H 3.642 1.498 2.893
C -3.478 -5.363 -1.741
C -2.292 -2.904 -1.251
C 4.774 -2.014 1.614
C 3.976 0.530 2.521
C 2.533 1.334 -0.675
C 5.316 0.145 2.600
C -4.654 1.835 -0.256
C -3.080 -3.502 -0.246
H 1.616 3.849 -2.756
C -3.562 0.181 -1.638
H -3.873 2.065 1.760
C 2.569 2.204 -1.754
H -0.433 4.623 -2.869
C -2.686 -4.761 -2.726
H 3.399 2.135 -2.463
*
```

Output
**LUMO energy (spin up / spin down)**: -6.02 / -9.79 eV
**DFT total energy**: -93324.167 eV
**⟨S²⟩**: 8.795
**Frontier orbital gap (spin up / spin down)**: 7.58 / 4.76 eV

Löwdin atomic charge list, values in e, 6 entries: H 0.1093; H 0.1224; C -0.0354; H 0.1272; H 0.0850; P 1.0238

---

DFT total energy of number 1 (C4H8N2O)?
-9304.361 eV